No. 1
119
Properties=species:S:1:pos:R:3 method="wB97M-V/def2-TZVPD" total_energy_ha=-2022.68224 largest_force_ev_per_a=3.07 gap_ev=9.46 smiles=COC[C@H](C)N.COC[C@H](C)N.COC[C@H](C)N.COC[C@H](C)N.COC[C@H](C)N.COC[C@H](C)N.COC[C@H](C)N
C -3.048 40.140 6.199
O -2.066 39.628 7.177
C -2.582 39.372 8.450
C -1.539 38.604 9.331
C -1.247 37.172 8.920
N -2.069 38.634 10.683
H -3.647 39.326 5.790
H -2.523 40.623 5.375
H -3.630 40.937 6.661
H -2.837 40.252 9.041
H -3.516 38.831 8.293
H -0.605 39.153 9.217
H -0.756 37.081 7.951
H -2.127 36.538 9.033
H -0.515 36.600 9.489
H -1.401 38.478 11.425
H -2.716 37.861 10.748
C -2.533 23.803 5.960
O -3.127 24.557 6.974
C -4.263 23.990 7.562
C -4.803 24.779 8.822
C -6.322 24.788 9.107
N -4.633 26.231 8.592
H -2.019 22.954 6.411
H -1.788 24.490 5.558
H -3.152 23.544 5.101
H -5.041 24.192 6.825
H -4.352 22.920 7.750
H -4.330 24.390 9.723
H -6.470 25.223 10.095
H -6.815 23.817 9.161
H -6.786 25.512 8.436
H -4.841 26.482 7.637
H -3.684 26.533 8.757
C 0.217 28.825 11.784
O -0.691 27.731 11.768
C -0.323 26.483 12.460
C -0.853 26.372 13.829
C -0.753 24.995 14.528
N -2.293 26.721 13.921
H -0.230 29.782 11.514
H 0.995 28.607 11.052
H 0.803 28.932 12.697
H -0.584 25.595 11.884
H 0.766 26.428 12.482
H -0.458 27.210 14.403
H -1.342 24.215 14.044
H -1.098 25.127 15.553
H 0.312 24.803 14.655
H -2.236 27.728 13.973
H -2.573 26.607 12.957
C -3.977 17.988 24.352
O -3.264 18.674 23.365
C -2.368 17.859 22.607
C -1.116 18.570 22.158
C -1.346 19.849 21.428
N -0.299 17.722 21.317
H -4.618 18.662 24.920
H -3.386 17.426 25.076
H -4.591 17.300 23.771
H -2.061 17.047 23.266
H -2.961 17.451 21.789
H -0.589 18.889 23.057
H -1.845 19.680 20.474
H -0.380 20.336 21.298
H -2.010 20.508 21.987
H 0.395 18.306 20.873
H -0.861 17.372 20.554
C -5.705 31.786 14.968
O -6.227 32.502 13.801
C -5.769 32.058 12.485
C -6.687 32.815 11.431
C -6.469 32.189 10.087
N -6.304 34.145 11.271
H -5.599 30.703 14.909
H -6.268 32.037 15.867
H -4.691 32.180 15.034
H -4.718 32.289 12.309
H -5.878 30.977 12.396
H -7.734 32.792 11.730
H -5.559 32.542 9.601
H -7.209 32.626 9.417
H -6.483 31.100 10.054
H -6.988 34.628 10.707
H -6.177 34.662 12.129
C -3.503 29.384 4.673
O -4.943 29.307 4.421
C -5.412 28.405 3.306
C -6.936 28.174 3.278
C -7.405 27.071 2.321
N -7.596 29.411 2.832
H -3.049 30.040 3.929
H -3.133 28.360 4.626
H -3.248 29.747 5.668
H -4.994 28.782 2.372
H -4.895 27.454 3.435
H -7.310 28.085 4.299
H -7.274 27.285 1.260
H -8.476 26.966 2.495
H -6.896 26.156 2.623
H -7.242 30.262 3.245
H -7.429 29.569 1.849
C -1.284 14.438 16.881
O -1.575 15.832 16.689
C -2.036 16.006 15.353
C -2.206 17.524 14.950
C -2.947 17.609 13.613
N -0.875 18.075 14.761
H -1.881 13.645 16.433
H -1.226 14.267 17.956
H -0.265 14.207 16.570
H -1.529 15.395 14.605
H -3.023 15.545 15.325
H -2.735 18.033 15.756
H -3.986 17.350 13.819
H -2.698 16.845 12.876
H -2.979 18.537 13.043
H -0.311 17.942 15.589
H -0.872 19.052 14.504



No. 2
141
Properties=species:S:1:pos:R:3 method="wB97M-V/def2-TZVPD" total_energy_ha=-8293.22551 largest_force_ev_per_a=5.23 gap_ev=2.64 total_charge=+2
C -21.464 16.054 -19.920
C -20.252 16.940 -20.316
C -20.236 18.447 -19.864
O -19.108 18.961 -20.408
C -18.958 20.369 -20.012
N -19.074 16.199 -19.698
H -19.178 15.233 -19.975
H -18.218 16.587 -20.069
H -19.152 16.363 -18.705
H -21.587 15.834 -18.860
H -21.557 15.237 -20.636
H -22.304 16.729 -20.089
H -20.152 16.934 -21.401
H -20.192 18.377 -18.777
H -21.114 18.925 -20.297
H -18.026 20.814 -20.361
H -18.914 20.448 -18.926
H -19.761 20.995 -20.402
C -22.014 6.084 -13.204
C -20.804 6.785 -13.869
C -21.141 7.790 -14.947
O -21.927 8.797 -14.311
C -22.202 9.992 -15.033
N -19.937 7.451 -12.726
H -18.987 7.627 -13.019
H -20.313 8.323 -12.382
H -19.823 6.853 -11.920
H -21.706 5.150 -12.734
H -22.748 5.795 -13.956
H -22.554 6.699 -12.484
H -20.239 5.951 -14.285
H -21.641 7.232 -15.739
H -20.158 8.122 -15.282
H -22.267 10.763 -14.265
H -22.971 9.952 -15.805
H -21.310 10.215 -15.618
C -25.006 22.994 -12.664
C -25.816 24.095 -11.888
C -25.750 25.440 -12.578
O -24.474 25.843 -12.689
C -24.260 27.120 -13.167
N -27.269 23.603 -11.894
H -27.407 22.751 -11.370
H -27.986 24.194 -11.498
H -27.522 23.238 -12.801
H -25.311 22.790 -13.690
H -24.980 22.001 -12.216
H -23.996 23.384 -12.794
H -25.512 24.243 -10.852
H -26.338 26.212 -12.080
H -26.159 25.515 -13.585
H -24.988 27.857 -12.828
H -24.201 27.257 -14.247
H -23.308 27.494 -12.790
C -20.908 16.418 -3.546
C -19.964 17.529 -3.962
C -18.600 17.482 -3.244
O -17.664 18.445 -3.779
C -16.292 18.230 -3.309
N -19.719 17.448 -5.483
H -19.561 16.495 -5.779
H -20.579 17.765 -5.908
H -18.943 17.978 -5.852
H -20.313 15.514 -3.676
H -21.853 16.295 -4.075
H -21.177 16.570 -2.500
H -20.250 18.579 -3.896
H -18.168 16.485 -3.332
H -18.731 17.609 -2.169
H -15.975 17.216 -3.555
H -16.124 18.264 -2.233
H -15.615 18.952 -3.766
C -13.684 13.148 -13.511
C -12.703 13.721 -12.463
C -11.215 13.842 -12.895
O -10.495 14.568 -11.986
C -9.306 15.068 -12.556
N -13.287 15.056 -12.053
H -12.791 15.511 -11.301
H -13.158 15.757 -12.769
H -14.246 15.164 -11.756
H -13.538 12.071 -13.599
H -13.599 13.564 -14.515
H -14.719 13.189 -13.171
H -12.741 13.074 -11.587
H -11.097 14.258 -13.895
H -10.684 12.902 -13.048
H -8.664 15.649 -11.893
H -9.502 15.732 -13.398
H -8.783 14.217 -12.993
C -12.774 25.033 -15.508
C -13.656 25.007 -14.242
C -15.100 24.750 -14.494
O -15.708 24.507 -13.210
C -17.090 24.230 -13.424
N -12.930 24.043 -13.267
H -12.640 23.189 -13.723
H -12.193 24.474 -12.728
H -13.606 23.868 -12.537
H -12.623 24.059 -15.976
H -11.796 25.490 -15.360
H -13.307 25.656 -16.226
H -13.474 25.950 -13.726
H -15.217 24.014 -15.290
H -15.596 25.684 -14.757
H -17.556 23.800 -12.538
H -17.224 23.531 -14.250
H -17.531 25.206 -13.625
N -14.167 20.633 -9.064
O -13.180 20.189 -9.682
O -14.241 21.809 -8.712
O -15.038 19.887 -8.593
As -17.636 11.527 -7.287
F -17.618 11.195 -8.994
F -18.811 10.191 -7.090
F -17.758 11.874 -5.523
F -16.454 12.788 -7.603
F -19.024 12.588 -7.560
F -16.299 10.320 -7.013
As -19.888 17.276 -13.043
F -20.403 18.787 -13.862
F -19.269 16.712 -14.551
F -19.320 15.736 -12.285
F -20.564 17.855 -11.517
F -21.483 16.649 -13.509
F -18.280 17.922 -12.580
C -11.270 17.424 -18.337
O -10.350 16.439 -18.040
O -12.270 16.715 -18.978
C -11.802 18.290 -17.139
F -12.621 19.255 -17.555
F -12.454 17.557 -16.278
F -10.840 18.890 -16.448
C -9.170 16.354 -18.779
C -8.251 15.429 -18.060
H -7.497 15.095 -18.774
H -7.844 15.816 -17.126
H -8.663 14.458 -17.786
H -8.633 17.290 -18.934
H -9.330 15.914 -19.763
H -10.816 18.070 -19.088



No. 3
122
Properties=species:S:1:pos:R:3 method="wB97M-V/def2-TZVPD" total_energy_ha=-2194.39438 largest_force_ev_per_a=2.68 gap_ev=9.37 smiles=COC[C@H](C)N.COC[C@H](C)N.COC[C@H](C)N.COC[C@H](C)N.COC[C@H](C)N.COC[C@H](C)N.OCCO.OCCO
C 7.914 15.417 11.830
O 9.318 15.636 12.070
C 9.649 15.693 13.452
C 11.071 16.178 13.697
C 11.454 16.036 15.177
N 11.275 17.590 13.219
H 7.648 14.375 12.031
H 7.581 15.733 10.837
H 7.292 15.979 12.516
H 8.959 16.385 13.989
H 9.471 14.750 13.988
H 11.710 15.557 13.081
H 12.515 16.186 15.345
H 11.059 15.081 15.546
H 10.915 16.751 15.810
H 10.726 17.682 12.378
H 10.901 18.214 13.922
C 16.035 11.426 10.315
O 16.111 11.268 8.912
C 16.485 9.939 8.539
C 16.478 9.827 7.004
C 16.699 8.371 6.574
N 17.448 10.703 6.347
H 15.260 10.772 10.711
H 15.892 12.472 10.594
H 16.998 11.151 10.770
H 17.508 9.717 8.882
H 15.777 9.276 9.018
H 15.489 10.155 6.658
H 16.672 8.201 5.497
H 15.973 7.763 7.119
H 17.720 8.092 6.861
H 18.393 10.521 6.659
H 17.224 11.668 6.564
C 12.003 12.338 12.391
O 11.109 11.599 13.208
C 9.795 11.603 12.729
C 8.956 10.706 13.590
C 8.925 11.218 15.050
N 9.458 9.319 13.492
H 11.558 13.305 12.143
H 12.237 11.775 11.456
H 12.991 12.490 12.853
H 9.319 12.588 12.690
H 9.765 11.283 11.684
H 7.936 10.682 13.215
H 8.450 10.543 15.747
H 8.348 12.149 15.072
H 9.929 11.380 15.441
H 9.586 9.123 12.513
H 10.338 9.175 13.977
C 14.752 19.366 7.428
O 15.216 18.681 8.576
C 16.514 18.098 8.358
C 16.980 17.393 9.661
C 16.987 18.437 10.803
N 18.148 16.585 9.522
H 15.494 20.089 7.066
H 13.799 19.872 7.627
H 14.604 18.646 6.599
H 16.474 17.466 7.476
H 17.216 18.918 8.095
H 16.129 16.728 9.827
H 15.970 18.823 10.943
H 17.603 19.294 10.499
H 17.355 18.097 11.777
H 18.980 17.138 9.397
H 18.055 15.990 8.702
C 15.494 21.608 15.233
O 14.474 22.087 14.348
C 14.545 21.315 13.163
C 13.539 21.755 12.132
C 12.154 21.554 12.764
N 13.844 21.087 10.883
H 15.488 22.009 16.264
H 16.490 21.812 14.802
H 15.487 20.502 15.324
H 15.592 21.216 12.821
H 14.352 20.234 13.336
H 13.630 22.834 11.996
H 11.367 22.118 12.273
H 12.293 21.868 13.810
H 11.820 20.516 12.776
H 13.695 20.085 10.967
H 13.380 21.457 10.078
C 12.352 17.092 9.292
O 11.237 16.423 8.697
C 11.100 15.128 9.201
C 9.943 14.415 8.551
C 9.689 13.107 9.337
N 10.270 14.135 7.137
H 13.326 16.667 9.015
H 12.238 17.109 10.381
H 12.417 18.131 8.927
H 11.946 14.453 8.991
H 10.975 15.219 10.279
H 9.019 15.042 8.558
H 10.527 12.406 9.278
H 8.829 12.549 8.953
H 9.593 13.267 10.413
H 10.563 15.012 6.717
H 11.109 13.572 7.089
O 21.486 14.668 12.440
C 20.321 14.525 11.710
C 19.072 15.037 12.475
O 17.964 14.823 11.697
H 21.850 15.562 12.437
H 20.422 15.155 10.822
H 20.314 13.462 11.432
H 19.174 16.097 12.714
H 19.018 14.475 13.398
H 18.033 15.391 10.906
O 15.371 14.226 12.834
C 14.521 15.247 12.344
C 14.816 16.607 13.056
O 14.057 17.656 12.421
H 16.272 14.396 12.501
H 14.526 15.391 11.273
H 13.498 14.965 12.548
H 15.866 16.886 13.062
H 14.613 16.494 14.134
H 13.204 17.681 12.873